[1]
Here is a cluster of 6 separate species, C30H38B4N6O4S in total in a non-equilibrium geometry from OMol25. Energies are from ωB97M-V/def2-TZVPD.

```
83
Properties=species:S:1:pos:R:3:forces:R:3
H 6.157354 -7.727230 5.796139 0.0 0.0 0.0
H -5.114716 4.439794 -3.900852 -0.1 0.0 0.0
C -7.847145 6.681293 -4.758474 0.0 0.0 0.0
H 4.328402 -3.848359 5.668086 0.0 0.0 0.0
S 0.311141 6.333406 -2.103799 0.0 0.1 -0.1
C -4.744776 1.676536 -3.687994 -0.1 0.2 0.3
C -6.395759 8.613778 -3.531936 0.0 0.0 0.0
N 0.474110 -2.775182 7.697276 0.0 0.0 0.0
C 5.254227 -7.097316 3.953687 0.0 0.0 0.0
H 2.176757 -1.904684 0.487303 -0.1 0.0 0.0
C 0.227622 -1.880305 3.244707 0.0 0.0 0.0
O 1.194968 4.638181 -4.166164 0.1 -0.4 0.6
C 3.304310 -2.059341 -3.028349 0.0 0.0 0.0
H -0.416251 -6.189020 9.286918 0.0 0.0 0.0
H -5.640635 2.062005 -3.199359 0.0 0.0 0.0
B 1.002988 3.465109 -4.897623 0.1 0.6 -0.5
B -1.281910 3.587325 -4.663581 -0.2 0.5 -0.6
H 3.591346 -4.601225 -0.230939 0.0 0.0 0.0
H 5.501935 -8.009807 3.422212 0.0 0.0 0.0
C 0.857636 -5.132146 7.914339 0.0 0.0 0.0
C 1.134998 -3.884929 7.375959 0.1 0.0 0.0
C 3.546798 -3.879017 -1.035378 0.0 0.0 0.0
H -9.495364 8.054946 -4.747687 0.0 0.0 0.0
C -0.863603 -4.087902 9.188255 0.0 0.0 0.0
C -5.875685 7.369091 -3.856177 0.0 0.0 0.0
H 0.281498 5.327113 -1.217504 0.0 0.0 0.0
C 2.311000 2.056577 -3.394117 0.1 -0.2 -0.1
O -2.150077 1.075454 -4.553143 -0.2 0.1 0.1
N -6.578601 6.412833 -4.458027 -0.1 0.0 0.0
B -2.515689 2.410440 -4.370581 0.3 0.4 0.2
H -5.059491 3.544746 -5.416185 0.0 0.0 -0.1
H -8.400823 5.887041 -5.247286 0.0 0.0 0.0
H 3.742027 -4.307932 3.295136 0.0 0.0 0.0
H 2.988389 2.735903 -2.886066 -0.4 0.3 0.1
H -3.712222 4.602306 -4.945537 0.0 0.0 0.0
H -4.844357 7.127004 -3.620195 0.0 0.0 0.0
C 2.067220 2.311198 -4.857543 0.2 -0.1 -0.1
H -0.222708 -1.834142 1.135544 0.0 0.0 0.0
H 1.245613 0.235033 -3.182867 -0.4 0.3 -0.1
H 1.627375 1.428717 -5.322571 0.1 0.0 -0.1
C -7.717067 8.880596 -3.851238 0.0 0.0 0.0
C 4.574696 -2.373884 -2.570385 0.0 0.0 0.0
H -8.159750 9.839713 -3.615289 0.0 0.0 0.0
H 1.060649 -1.947802 5.233828 0.0 0.0 0.0
C 4.697304 -3.305522 -1.551408 0.0 0.0 0.0
C 5.289621 -5.757783 5.923405 0.0 0.0 0.0
B 0.094573 5.153913 -3.521159 0.0 0.3 -0.5
H 2.987353 2.577710 -5.383959 0.0 0.0 0.0
C 1.724376 1.083330 -2.704695 0.1 0.0 0.1
H 5.561059 -5.593883 6.958544 0.0 0.0 0.0
C 2.323465 -3.494969 -1.566142 0.0 -0.1 0.0
N 2.885629 -1.950397 2.406712 0.0 0.0 0.0
H -1.796205 0.590327 -3.811484 0.2 -0.2 0.2
H 1.431784 -5.996031 7.607863 0.0 0.0 0.0
C -8.460363 7.893468 -4.478580 0.0 0.0 0.0
N 2.188784 -2.602129 -2.544196 0.0 0.0 0.0
N -3.800564 2.771453 -3.905690 -0.2 -0.7 -1.3
H -0.804060 -1.859865 3.571753 0.0 0.0 0.0
H 3.171124 -1.330804 -3.820409 0.0 0.0 0.0
H 5.442355 -1.893004 -3.001083 0.0 0.0 0.0
H -5.047315 1.206512 -4.628005 0.0 0.0 0.0
H 3.394550 -1.996180 4.393834 0.0 0.0 0.0
H 1.402611 -3.921190 -1.181517 0.0 0.0 0.0
C 1.259476 -1.931719 4.169344 0.0 0.0 0.1
H -1.034112 -1.973749 8.838673 0.0 0.0 0.0
C 4.278608 -5.042365 3.883616 0.0 -0.1 0.0
H 5.669686 -3.575045 -1.160158 0.0 0.0 0.0
H 1.930964 -3.771154 6.647083 0.0 0.0 0.0
O -0.217824 3.317932 -5.520089 0.0 -0.8 0.6
C 1.884448 -1.906968 1.530068 0.1 0.1 0.0
C 0.546193 -1.866003 1.896042 0.0 0.0 0.0
H 1.734517 1.077022 -1.621617 0.4 -0.2 0.0
C -0.507261 -2.888191 8.589620 0.0 0.0 0.0
C 5.622128 -6.940198 5.282358 0.0 0.0 0.0
H -5.775429 9.351115 -3.041004 0.0 0.0 0.0
H -1.670181 -4.116642 9.908098 0.0 0.0 0.0
C 4.604402 -4.788486 5.208880 0.0 0.0 0.0
O -1.159441 4.777375 -3.935240 -0.1 -0.4 0.7
H -4.312799 0.916238 -3.043466 0.0 0.0 0.0
N 4.594716 -6.175120 3.257355 0.0 0.0 0.0
C 2.562503 -1.958956 3.697492 0.0 0.0 0.0
C -0.166212 -5.234418 8.842378 0.0 0.0 0.0
C -4.456894 3.898461 -4.575761 0.2 0.3 0.6
```
Positions in Å, forces in eV/Å.

Output
* gap between HOMO and LUMO: 9.64 eV
* E: -62405.223 eV
* LUMO: 0.43 eV
* molecular weight: 621.99 u
* HOMO level: -9.2 eV
* SMILES: C=CCB1OB(S)OB(B(O)N(C)C)O1.c1ccncc1.c1ccncc1.c1ccncc1.c1ccncc1.c1ccncc1

---

[2]
Here is a cluster of 2 separate species, C4H11N2O in total in a non-equilibrium geometry from OMol25. Energies are from ωB97M-V/def2-TZVPD.

```
18
Properties=species:S:1:pos:R:3:forces:R:3
C 1.300173 0.555085 0.368488 -4.3 -2.6 1.8
H 2.579623 -1.998730 0.774236 0.5 -1.1 0.6
H -2.312491 1.967971 -1.681863 0.4 -2.1 1.2
H 3.176569 -0.786202 -0.230566 -0.1 -0.6 0.7
N -0.697845 1.036974 -0.663651 -3.5 0.2 -1.3
C -0.219780 0.116469 0.119088 5.8 3.5 1.5
H 2.008126 -1.712620 -0.779593 -0.3 -0.6 0.2
H -2.671768 0.161355 -1.089650 1.1 1.9 0.4
H -0.177780 -1.182336 1.746458 -1.8 0.1 -1.3
H -2.622059 1.679686 -0.084806 -0.9 0.6 2.6
H -1.903857 -0.519732 1.233727 0.4 -0.2 0.2
H 1.574932 0.173257 1.403191 0.3 0.8 -0.9
H -1.020700 -1.617690 0.116333 -0.5 -1.1 0.8
O 1.829070 1.428297 -0.289172 0.8 0.4 -0.2
C -2.136090 1.162883 -0.826017 -0.6 -0.1 -4.8
N 2.360190 -1.326910 0.087914 0.8 1.3 -2.0
H -0.150302 1.730704 -1.108065 0.6 0.4 -0.2
C -0.916014 -0.868454 0.903956 1.3 -0.9 0.7
```
Positions in Å, forces in eV/Å.

Output
* gap between HOMO and LUMO (spin up / spin down): 7.95 / 6.98 eV
* E: -9342.381 eV
* LUMO (spin up / spin down): -3.01 / -7.95 eV
* net charge: +1
* spin multiplicity: 3
* molecular weight: 103.14 u
* ΔE to the lowest compared entry with this formula, charge and spin: 14.9 kcal/mol
* HOMO level (spin up / spin down): -11.0 / -14.9 eV

---

[3]
Here is the molecule BrClS in a non-equilibrium geometry from OMol25. Energies are from ωB97M-V/def2-TZVPD.

```
3
Properties=species:S:1:pos:R:3:forces:R:3
Br 1.644403 -1.718425 0.794842 -0.6 0.5 0.0
S -1.546927 1.532868 -0.602702 1.1 -1.2 0.7
Cl -0.097476 0.185557 -0.192140 -0.5 0.6 -0.6
```
Positions in Å, forces in eV/Å.

Output
* gap between HOMO and LUMO (spin up / spin down): 4.51 / 4.43 eV
* E: -93396.418 eV
* LUMO (spin up / spin down): -4.70 / -4.74 eV
* molecular weight: 147.42 u
* ΔE to the lowest compared entry with this formula, charge and spin: 26.2 kcal/mol
* HOMO level (spin up / spin down): -9.2 / -9.2 eV

---

[4]
Here is the molecule C11H14N2O in a non-equilibrium geometry from OMol25. Energies are from ωB97M-V/def2-TZVPD.

```
28
Properties=species:S:1:pos:R:3:forces:R:3
H -0.393179 -0.451531 3.168169 -0.1 0.3 -0.1
O -3.551026 0.278129 -3.557815 0.8 -1.0 -0.7
C -2.535082 -0.136437 -2.996979 -1.6 0.2 -0.9
N 1.199328 0.890800 3.232691 -2.6 -1.4 1.2
C -0.065252 0.368161 1.158013 1.3 -1.3 1.0
H 3.192854 -0.810108 1.044103 -0.4 1.0 0.6
H 2.890074 -0.273888 3.715786 -0.7 0.2 -1.3
H 0.393466 0.111320 -2.665047 0.3 0.1 -1.8
C 2.534579 0.003672 1.462890 0.2 1.7 -1.1
H -0.815333 1.233878 3.019347 -1.9 1.7 0.5
H 2.991842 1.085219 1.383697 -0.2 -2.1 -0.3
C 1.230340 0.038035 0.619724 -1.1 1.3 0.0
C -1.680255 -1.317224 -3.388756 -1.0 -2.4 -1.3
C 2.095720 -0.120063 2.909077 0.7 -4.4 0.0
C -0.158635 0.513545 2.700197 3.1 -0.4 -1.3
C -1.012272 0.368430 -1.092903 -2.2 -0.7 0.4
C 0.230782 0.204370 -1.649401 -1.1 -0.2 1.8
H 2.258448 -0.062029 -1.240740 -0.6 -0.3 0.4
C 1.257181 0.002103 -0.762516 3.0 0.1 -0.4
H -2.926482 1.063675 -1.499639 -1.2 1.2 0.4
N -2.279162 0.409561 -1.818112 4.0 -0.2 1.9
H -1.402922 -1.969540 -2.465000 -0.1 1.4 -1.8
H -0.832520 -1.092136 -4.092209 -0.6 -0.1 1.1
H -2.386688 -1.963110 -4.063071 1.2 1.1 1.3
H 1.469267 -1.127356 2.805946 1.4 1.6 1.1
C -1.145979 0.375067 0.308606 -1.1 1.4 -0.1
H 1.610825 1.766173 3.063690 -0.3 1.6 -0.6
H -2.169920 0.611281 0.700249 1.0 -0.5 -0.2
```
Positions in Å, forces in eV/Å.

Output
* gap between HOMO and LUMO: 9.30 eV
* E: -16660.604 eV
* LUMO: 0.71 eV
* molecular weight: 190.25 u
* ΔE to the lowest compared entry with this formula, charge and spin: 53.2 kcal/mol
* HOMO level: -8.6 eV
* SMILES: CC(=O)Nc1ccc2c(c1)CNCC2

---

[5]
Here is a structure of composition C8H24FKO8P in a non-equilibrium geometry from OMol25. Energies are from ωB97M-V/def2-TZVPD.

```
43
Properties=species:S:1:pos:R:3:forces:R:3
H 4.397354 -1.433031 1.968688 0.0 0.2 0.1
H -2.677089 1.478248 0.412428 -0.4 0.2 0.1
H -1.826761 0.695703 -1.506419 0.2 -0.2 -0.1
O 2.471281 -1.405969 1.363753 0.0 0.7 1.0
K 0.837515 0.011916 -0.737609 0.3 -0.4 -0.7
H 2.311064 -0.199467 3.785716 0.1 -0.1 0.3
H 1.583588 4.626319 0.270100 0.0 -0.3 0.3
C 3.192140 -0.820437 3.595439 -0.1 0.5 -0.4
O 2.911351 -1.536307 -1.150153 0.4 0.5 1.6
H 4.074594 -0.415756 4.101095 -0.2 0.1 0.3
H -5.102339 1.911783 -0.879199 0.1 0.3 0.1
H -1.309612 3.503859 0.263697 0.1 0.1 -0.3
O 3.258142 -3.030539 -3.188000 -0.5 0.9 0.2
C -0.487052 4.067850 0.699940 0.0 0.6 0.7
H -1.984514 -2.492142 -0.786082 -0.3 0.5 0.5
H 0.146022 -2.773529 -1.521517 0.8 -0.2 -0.6
H -1.279201 -4.906022 1.021333 0.6 0.2 -0.5
C 3.490213 -0.806965 2.106519 0.9 -1.5 -0.6
H -3.671114 2.832412 -1.380814 0.4 -0.1 0.2
O 1.114310 2.823085 -0.589993 0.2 0.6 -0.2
C -4.062450 1.826942 -1.237749 -1.1 -0.1 0.1
H -0.822219 5.091323 0.939506 -0.1 -0.1 -0.1
O 0.955427 -1.944752 -2.651609 -0.5 0.1 0.6
C -1.921798 -4.148591 0.566686 -1.0 0.3 0.9
H 3.827692 0.173795 1.735070 -0.5 0.2 0.1
H -0.830135 -2.183286 0.579295 -0.6 0.0 0.4
H 2.812214 -1.552917 0.415379 -0.4 -0.2 -1.3
H -3.991890 0.302082 0.301281 0.1 -0.2 -0.2
O -2.403688 0.044961 -0.997007 -0.4 0.7 0.1
O 2.869205 -0.457499 -3.444564 -0.1 -0.3 0.3
C -1.270726 -2.936954 -0.086837 1.5 -1.1 -1.2
O -0.216003 -3.473780 -0.863459 -0.5 0.1 0.2
H 3.009464 -1.837535 3.939530 -0.1 0.0 0.0
C -3.293020 0.897218 -0.294250 1.1 0.1 -0.4
H 0.522531 2.553848 -1.341334 -0.5 -0.3 0.0
C 0.734691 4.116835 -0.208258 -0.2 -0.1 -0.2
H -0.258195 3.591745 1.658535 0.2 -0.1 -0.1
F -0.860326 1.887811 -2.120037 -0.1 0.2 0.6
P 2.530578 -1.750976 -2.655713 0.5 -1.0 -1.2
H -2.581445 -3.887425 1.412773 -0.2 0.3 -0.3
H -2.542673 -4.611953 -0.203167 0.1 -0.3 0.1
H 0.511742 4.779557 -1.061470 -0.1 -0.4 -0.2
H -4.168878 1.388553 -2.231506 0.3 -0.2 0.0
```
Positions in Å, forces in eV/Å.

Output
* gap between HOMO and LUMO: 2.19 eV
* E: -53396.025 eV
* LUMO: 6.04 eV
* net charge: -3
* molecular weight: 337.34 u
* HOMO level: 3.8 eV

---

[6]
Here is the molecule C4H6OS2 in a non-equilibrium geometry from OMol25. Energies are from ωB97M-V/def2-TZVPD.

```
13
Properties=species:S:1:pos:R:3:forces:R:3
S -3.200556 -1.985923 -0.291489 -0.1 -0.2 -0.3
H 0.370087 1.591504 0.996522 0.0 0.1 -0.1
H -3.622513 -1.593580 0.915922 0.0 0.1 0.0
H -0.596365 1.509259 -0.500593 0.1 0.1 0.1
C 0.559558 -1.208978 -0.925543 -2.3 0.3 1.3
C 1.080552 0.135457 -0.504690 -0.1 -0.1 -0.2
H 0.578642 -1.898401 -0.068059 0.0 -0.1 -0.3
C -0.031572 0.932950 0.230710 -0.4 -0.2 0.0
O -0.907481 -1.054615 -1.297281 0.6 -0.2 -1.2
S -1.293533 -0.074302 1.096476 0.1 0.2 0.0
C -1.824242 -0.926720 -0.330939 1.8 -0.1 0.7
H 1.939687 -0.015676 0.149650 0.1 0.0 -0.1
H 1.391510 0.738877 -1.359689 0.1 0.1 0.0
```
Positions in Å, forces in eV/Å.

Output
* gap between HOMO and LUMO (spin up / spin down): 5.64 / 9.02 eV
* E: -27958.943 eV
* LUMO (spin up / spin down): -0.68 / 0.35 eV
* molecular weight: 134.23 u
* ΔE to the lowest compared entry with this formula, charge and spin: 100.0 kcal/mol
* HOMO level (spin up / spin down): -6.3 / -8.7 eV